Record 1
{
  "formula": "C12H35CdN3O5",
  "method": "the ωB97M-V functional and the def2-TZVPD basis",
  "symbols": ["Cd", "O", "H", "O", "H", "C", "C", "C", "O", "C", "N", "H", "H", "H", "H", "H", "H", "H", "H", "H", "H", "H", "C", "C", "C", "O", "C", "N", "H", "H", "H", "H", "H", "H", "H", "H", "H", "H", "H", "C", "C", "C", "O", "C", "N", "H", "H", "H", "H", "H", "H", "H", "H", "H", "H", "H"],
  "coordinates": [[0.00981, 0.00229, 1.54107], [1.18196, -0.10690, 3.15291], [1.83164, -0.62233, 3.66942], [-1.53060, 0.10377, 0.33955], [-1.61200, -0.74724, -0.13341], [-2.04545, 3.28327, 3.95087], [-1.39442, 2.49702, 2.83382], [0.05255, 2.87137, 2.57228], [0.39184, 2.14988, 1.33820], [0.64965, 3.13857, 0.25974], [-1.63960, 1.12686, 3.10676], [-1.79637, 3.02139, 4.97921], [-3.12066, 3.10677, 3.92110], [-2.04923, 4.37063, 3.87515], [-1.95902, 2.64327, 1.91299], [0.67647, 2.61794, 3.42936], [0.07432, 3.96053, 2.53559], [1.60013, 3.58669, 0.54934], [-0.25234, 3.74295, 0.16354], [0.70052, 2.69118, -0.73291], [-1.60035, 1.05761, 4.11361], [-2.57061, 0.92422, 2.77171], [-1.59924, -1.19389, -2.78336], [-0.43370, -0.27074, -3.04948], [-0.34390, 0.40711, -4.43411], [-0.05446, -0.53812, -5.53904], [1.23600, -1.23560, -5.50326], [-0.56289, 0.74954, -2.06269], [-2.58713, -0.73840, -2.85187], [-1.55775, -1.79685, -1.87626], [-1.64297, -2.05087, -3.45551], [0.47069, -0.83085, -2.81186], [0.49085, 1.08182, -4.62404], [-1.21234, 0.94862, -4.80918], [1.08397, -2.30703, -5.37275], [1.83210, -0.76251, -4.72291], [1.66001, -1.17277, -6.50544], [-1.17899, 1.48031, -2.38901], [-0.85399, 0.50851, -1.12606], [2.52889, -2.34937, -0.82262], [1.31595, -1.84020, -0.09346], [0.95545, -2.57984, 1.19233], [-0.19036, -2.10148, 1.81453], [-0.68615, -2.97693, 2.85835], [1.57340, -0.45189, 0.15933], [3.44566, -2.02850, -0.32798], [2.65824, -1.94585, -1.82688], [2.63897, -3.43372, -0.83559], [0.55404, -1.98832, -0.85875], [1.81224, -2.36865, 1.83218], [1.15587, -3.65102, 1.21494], [-1.46518, -2.44500, 3.40450], [0.12456, -3.21721, 3.54618], [-1.11048, -3.90407, 2.47306], [2.43773, -0.47668, 0.68126], [1.90684, 0.06056, -0.64460]],
  "nbo_charge": [1.75, -1.37, 0.45, -1.29, 0.43, -0.64, -0.09, -0.08, -0.61, -0.26, -0.83, 0.21, 0.21, 0.21, 0.20, 0.22, 0.18, 0.19, 0.18, 0.22, 0.36, 0.38, -0.62, -0.09, -0.06, -0.58, -0.26, -0.91, 0.21, 0.20, 0.20, 0.17, 0.18, 0.20, 0.18, 0.17, 0.19, 0.34, 0.42, -0.62, -0.09, -0.10, -0.58, -0.24, -0.89, 0.20, 0.22, 0.21, 0.20, 0.18, 0.20, 0.21, 0.18, 0.18, 0.38, 0.39],
  "lumo_energy_ev": 0.66,
  "multiplicity": 1,
  "total_energy_ha": -1186.2172,
  "homo_lumo_gap_ev": 8.27,
  "relative_energy_kj_mol": 383.7,
  "homo_energy_ev": -7.609
}

Record 2
{
  "formula": "C12H35ClNO13",
  "method": "the ωB97M-V functional and the def2-TZVPD basis",
  "symbols": ["Cl", "O", "O", "O", "O", "C", "O", "C", "C", "N", "C", "C", "O", "C", "H", "H", "H", "H", "H", "H", "H", "H", "H", "H", "H", "H", "H", "H", "H", "O", "H", "H", "C", "C", "O", "O", "H", "H", "H", "H", "H", "H", "C", "C", "O", "O", "H", "H", "H", "H", "H", "H", "C", "C", "O", "O", "H", "H", "H", "H", "H", "H"],
  "coordinates": [[-2.10375, -0.82905, 0.82294], [-3.35846, -0.17636, 1.17019], [-2.17212, -1.27714, -0.55044], [-1.02502, 0.11289, 0.98623], [-1.91604, -1.97658, 1.67506], [6.42912, 3.65383, -1.06305], [5.05242, 3.46837, -1.13835], [4.67224, 2.73969, -2.30651], [3.16018, 2.72846, -2.41373], [2.79252, 2.15904, -3.71530], [1.39182, 2.41438, -4.07876], [0.70859, 1.13056, -4.55838], [0.96145, 0.03490, -3.69942], [0.18503, 0.07087, -2.51700], [6.86670, 4.13554, -1.94854], [6.97344, 2.72297, -0.85506], [6.62428, 4.32548, -0.22076], [5.06768, 1.72007, -2.27596], [5.04874, 3.31956, -3.15738], [2.81316, 3.76154, -2.33205], [2.73082, 2.19283, -1.55531], [2.82686, 1.15085, -3.56923], [1.39810, 3.10536, -4.92768], [0.76240, 2.82770, -3.28262], [1.13040, 0.83543, -5.52605], [-0.36171, 1.29593, -4.70656], [0.70538, 0.63238, -1.73335], [0.13266, -0.93990, -2.10569], [-0.84443, 0.39317, -2.66432], [-4.69877, 2.24276, 0.67824], [-4.55704, 1.30405, 0.49464], [-4.05844, 2.42460, 1.37045], [2.84004, 0.45547, 3.17565], [2.01087, -0.66096, 2.56056], [1.85223, -1.69192, 3.53309], [3.61672, 1.13281, 2.20554], [3.46838, 0.02520, 3.96057], [2.16334, 1.14784, 3.69048], [2.54421, -1.05290, 1.68312], [1.03148, -0.30774, 2.23410], [1.23562, -2.34276, 3.17415], [3.17272, 1.95294, 1.98261], [-7.98283, -0.92821, 1.80633], [-6.91793, 0.12560, 1.69013], [-6.65014, 0.65037, 2.99063], [-9.20451, -0.35184, 2.33144], [-7.64777, -1.72498, 2.47372], [-8.26787, -1.37612, 0.84992], [-7.22077, 0.88432, 0.96950], [-6.01113, -0.37132, 1.33514], [-6.94620, 1.56229, 2.98531], [-9.95470, -0.66539, 1.81853], [1.60610, -5.14723, 0.86229], [0.73934, -3.94789, 1.20266], [0.28143, -3.98402, 2.54101], [0.88417, -6.31646, 0.43916], [2.20929, -5.39257, 1.74589], [2.28685, -4.92049, 0.04333], [-0.12411, -3.89768, 0.52575], [1.29064, -3.03338, 0.98343], [-0.04171, -4.87046, 2.71541], [0.39803, -6.65668, 1.19433]],
  "nbo_charge": [2.55, -0.91, -0.88, -0.88, -0.86, -0.24, -0.54, -0.06, -0.23, -0.64, -0.25, -0.07, -0.55, -0.27, 0.16, 0.16, 0.19, 0.17, 0.17, 0.19, 0.18, 0.37, 0.19, 0.18, 0.18, 0.17, 0.17, 0.21, 0.19, -0.97, 0.50, 0.47, -0.08, -0.10, -0.75, -0.73, 0.17, 0.16, 0.15, 0.20, 0.50, 0.47, -0.08, -0.10, -0.71, -0.74, 0.17, 0.16, 0.17, 0.20, 0.47, 0.46, -0.10, -0.11, -0.72, -0.72, 0.16, 0.18, 0.20, 0.19, 0.46, 0.45],
  "lumo_energy_ev": 2.54,
  "multiplicity": 1,
  "total_energy_ha": -1970.9947,
  "homo_lumo_gap_ev": 9.17,
  "homo_energy_ev": -6.627,
  "charge": -1
}

Record 3
{
  "formula": "C12H35NO7S",
  "method": "the ωB97M-V functional and the def2-TZVPD basis",
  "symbols": ["C", "O", "H", "H", "H", "H", "C", "O", "H", "H", "H", "H", "C", "O", "H", "H", "H", "H", "C", "O", "H", "H", "H", "H", "C", "O", "H", "H", "H", "H", "C", "O", "H", "H", "H", "H", "N", "C", "C", "C", "C", "H", "H", "H", "H", "H", "C", "S", "O", "C", "H", "H", "H", "H", "H", "H"],
  "coordinates": [[-2.95788, 0.28061, -0.34826], [-2.08795, 0.83409, -1.32908], [-2.41033, -0.39694, 0.31712], [-3.36597, 1.09679, 0.24468], [-3.78123, -0.28350, -0.79147], [-2.10017, 0.27705, -2.12578], [2.02192, 2.49088, 3.95189], [2.65190, 1.91699, 5.08125], [1.78093, 1.65884, 3.29660], [1.12461, 3.04515, 4.23451], [2.68866, 3.14805, 3.38262], [2.90235, 2.59751, 5.71028], [-0.70538, 4.44487, -0.02457], [-1.57874, 5.55952, 0.03833], [-0.85138, 3.86486, -0.93880], [0.33757, 4.76339, -0.02821], [-0.81675, 3.79002, 0.84725], [-2.42485, 5.30576, -0.33498], [-0.00422, -2.64154, -1.63431], [0.72100, -3.54346, -2.47746], [0.19298, -2.90003, -0.59070], [0.32503, -1.62063, -1.81449], [-1.06742, -2.76532, -1.84605], [0.11202, -4.20730, -2.80276], [0.80252, 0.61193, 0.72662], [0.78899, 1.13541, -0.61804], [1.76951, 0.87609, 1.16231], [0.06277, 1.06034, 1.39812], [0.74207, -0.47192, 0.68210], [-0.06946, 0.80903, -0.94686], [3.55089, -1.34543, -0.16320], [2.96266, -1.94406, 0.97856], [4.26252, -2.02647, -0.64030], [2.76469, -1.12968, -0.87271], [4.07897, -0.43083, 0.11984], [3.64880, -2.27315, 1.56308], [-1.27133, -1.67385, 4.91063], [-2.08381, -2.50882, 4.20459], [-1.54982, -2.67637, 2.95957], [-0.34677, -1.89959, 2.91887], [-0.18976, -1.31390, 4.13451], [-1.38462, -1.36416, 5.85503], [-2.96849, -2.94662, 4.63649], [-1.79519, -3.39463, 2.19615], [0.38312, -1.87878, 2.12836], [0.59560, -0.72116, 4.57496], [0.26074, 0.54342, -4.32522], [-0.87835, -0.81805, -4.52184], [-2.19273, -0.37956, -3.97077], [-0.99522, -0.79716, -6.31463], [-0.12960, 1.44198, -4.82064], [1.24013, 0.37132, -4.76623], [0.28998, 0.78112, -3.26248], [-0.00313, -0.97185, -6.72679], [-1.34873, 0.18834, -6.62085], [-1.70367, -1.56862, -6.59683]],
  "nbo_charge": [-0.25, -0.77, 0.17, 0.18, 0.17, 0.50, -0.25, -0.73, 0.18, 0.16, 0.16, 0.46, -0.25, -0.73, 0.18, 0.18, 0.16, 0.47, -0.25, -0.73, 0.18, 0.17, 0.17, 0.47, -0.26, -0.75, 0.17, 0.17, 0.17, 0.48, -0.25, -0.73, 0.16, 0.19, 0.16, 0.47, -0.51, -0.07, -0.32, -0.31, -0.07, 0.41, 0.21, 0.22, 0.23, 0.21, -0.85, 1.26, -1.01, -0.82, 0.23, 0.24, 0.26, 0.23, 0.23, 0.24],
  "lumo_energy_ev": 0.48,
  "multiplicity": 1,
  "total_energy_ha": -1457.6863,
  "homo_lumo_gap_ev": 8.70,
  "relative_energy_kj_mol": 132.3,
  "homo_energy_ev": -8.221
}

Record 4
{
  "formula": "C12H35O5",
  "method": "the ωB97M-V functional and the def2-TZVPD basis",
  "symbols": ["O", "H", "H", "H", "C", "C", "C", "O", "H", "H", "H", "H", "H", "H", "H", "H", "C", "C", "C", "O", "H", "H", "H", "H", "H", "H", "H", "H", "C", "C", "C", "O", "H", "H", "H", "H", "H", "H", "H", "H", "C", "C", "C", "O", "H", "H", "H", "H", "H", "H", "H", "H"],
  "coordinates": [[0.20731, 0.40785, 0.50988], [-0.18869, 0.28185, -0.24312], [0.40931, -0.38515, 1.03788], [-0.25969, 1.14885, 0.85588], [2.08631, -2.56515, 2.59788], [0.51831, -2.63315, 2.49088], [-0.18269, -1.79315, 3.48888], [0.13831, -2.16215, 1.21888], [2.45231, -2.77115, 3.53588], [2.40431, -1.67615, 2.19988], [2.59131, -3.31315, 1.86788], [0.22431, -3.69815, 2.43988], [0.27731, -0.87415, 3.46088], [0.15131, -2.01315, 4.46488], [-1.18769, -1.94015, 3.38688], [0.16231, -2.93915, 0.79488], [-0.88069, 3.66885, 0.45388], [-1.62469, 3.32185, 1.68788], [-3.12669, 3.52885, 1.42288], [-1.41969, 2.00685, 2.13688], [-1.15769, 3.12785, -0.22212], [0.27931, 3.62185, 0.70888], [-0.88369, 4.54885, 0.13388], [-1.45969, 3.84985, 2.65788], [-3.51369, 2.88685, 0.44688], [-3.20369, 4.56585, 1.18688], [-3.79869, 3.08385, 2.20688], [-1.78669, 2.20785, 3.11388], [3.23831, -2.22215, -2.69212], [2.89531, -1.67415, -1.40612], [4.17131, -0.97115, -0.72012], [1.84431, -0.67615, -1.55012], [3.41431, -1.28015, -3.14412], [2.30231, -2.49715, -3.10312], [3.82731, -3.02915, -2.64112], [2.68931, -2.49715, -0.76112], [4.21931, -0.14915, -1.31712], [5.04231, -1.68815, -0.70712], [3.93231, -0.55915, 0.12488], [1.95831, -0.26115, -2.32912], [-2.32369, 0.17885, -3.69112], [-2.03869, 0.88385, -2.42812], [-2.74969, 0.16985, -1.24812], [-0.68569, 0.55185, -2.10712], [-3.42269, 0.11185, -3.97212], [-2.19569, -0.83215, -3.82912], [-2.08569, 0.63785, -4.50612], [-2.07669, 1.90585, -2.42212], [-2.43569, 0.46185, -0.20712], [-2.71269, -0.90115, -1.19012], [-3.90969, 0.36485, -1.27412], [-0.12569, 0.47785, -2.92112]],
  "nbo_charge": [-0.75, 0.54, 0.57, 0.56, -0.62, 0.10, -0.64, -0.75, 0.22, 0.20, 0.21, 0.17, 0.21, 0.23, 0.23, 0.49, -0.59, 0.08, -0.63, -0.77, 0.19, 0.20, 0.23, 0.17, 0.20, 0.22, 0.22, 0.51, -0.63, 0.12, -0.61, -0.74, 0.19, 0.21, 0.23, 0.16, 0.20, 0.22, 0.19, 0.45, -0.66, 0.09, -0.64, -0.78, 0.23, 0.23, 0.22, 0.18, 0.20, 0.23, 0.23, 0.49],
  "lumo_energy_ev": -2.16,
  "multiplicity": 1,
  "total_energy_ha": -853.8785,
  "homo_lumo_gap_ev": 10.80,
  "relative_energy_kj_mol": 151.8,
  "homo_energy_ev": -12.954,
  "charge": 1
}